Record 1
{"formula": "CH14NO6", "method": "ωB97M-V/def2-TZVPD", "species": ["H", "O", "H", "O", "H", "O", "H", "H", "N", "H", "H", "O", "H", "O", "C", "H", "O", "H", "H", "H", "H", "H"], "coordinates": [[-2.81255, 0.95762, -0.87373], [-0.21900, -2.18440, -0.00464], [-0.47992, 0.58173, -1.50862], [0.73138, 0.17634, -0.68777], [-0.21509, 1.40542, 0.61938], [-3.50767, 0.74442, -0.22476], [-1.85088, -1.04491, 1.13259], [1.51674, 1.79531, 0.27213], [1.17396, 0.21002, 1.65570], [0.16777, -2.78994, -0.63300], [1.57786, -0.63995, 1.27496], [-1.33882, 0.81254, -2.01756], [-2.99867, 0.53551, 0.56180], [3.33520, -0.46123, -1.14033], [0.78307, 0.99118, 0.43868], [3.42944, -1.26369, -0.62537], [-1.82537, -0.30892, 1.75486], [-0.86117, -0.20559, 1.88412], [-1.14295, 1.40480, -2.74815], [0.19180, -1.30645, -0.29976], [2.42577, -0.10679, -0.97095], [1.91909, 0.69700, 2.14043]], "total_charge": -1, "e_tot_ev": -15041.6192, "spin_multiplicity": 1, "de_lowest_kcal_mol": 4.37}

=====

Record 2
{"formula": "CH14Na5O14S", "method": "ωB97M-V/def2-TZVPD", "species": ["O", "H", "H", "H", "O", "O", "O", "Na", "H", "H", "H", "H", "H", "H", "O", "Na", "O", "C", "H", "H", "O", "H", "O", "O", "H", "O", "O", "Na", "Na", "S", "O", "Na", "O", "O", "H"], "coordinates": [[-7.82485, -6.18714, -2.91337], [-5.96710, -9.39452, -0.04120], [-7.10024, -8.89245, -4.12320], [-7.36521, -10.12386, -5.02038], [-3.18783, -10.46464, -2.43708], [-7.65999, -9.22335, -4.86448], [-3.91916, -9.97823, -5.93373], [-2.82974, -5.14110, -2.57044], [-6.50681, -10.13743, -2.55442], [-8.03570, -5.81744, -3.77260], [-3.65601, -9.23158, -6.47788], [-5.28109, -8.84816, -1.30000], [-2.27865, -10.29328, -2.68686], [-3.67372, -9.72200, -2.79180], [-4.65350, -6.48900, -2.39927], [-1.80358, -7.81104, -4.84265], [-5.45966, -6.71009, -4.57290], [-2.70595, -4.32080, -5.47949], [-3.27264, -7.93316, -0.24267], [-3.89130, -6.67289, -0.80120], [-6.76981, -11.05225, -2.36999], [-6.65073, -11.52129, -3.20018], [-2.11949, -3.33096, -5.98063], [-3.06342, -7.01671, -0.48006], [-3.90359, -9.64656, -5.02406], [-3.98447, -4.22811, -5.18690], [-2.10730, -5.43134, -5.36612], [-5.93037, -4.59556, -1.58584], [-6.38054, -4.41938, -5.26232], [-4.98180, -7.47538, -3.42634], [-6.01475, -8.39132, -2.95401], [-4.41734, -6.51574, -6.51495], [-5.21535, -8.86589, -0.33105], [-3.77739, -8.26235, -3.77976], [-7.18869, -6.88824, -3.10341]], "total_charge": 1, "e_tot_ev": -62846.5441, "spin_multiplicity": 1}

=====

Record 3
{"formula": "CH14O5", "method": "ωB97M-V/def2-TZVPD", "species": ["O", "H", "H", "C", "H", "H", "O", "H", "O", "H", "H", "H", "O", "H", "H", "H", "O", "H", "H", "H"], "coordinates": [[3.39266, -1.02918, -0.92888], [0.28585, 0.43056, -1.68272], [-0.12218, -0.76527, -2.55132], [1.23516, 3.03954, 1.17744], [-2.17010, 1.01302, -0.32010], [-2.26845, -2.71247, 1.15890], [-2.41214, 0.69655, -1.21779], [0.09550, -1.96543, 1.21187], [-0.13527, -2.17405, 0.30051], [1.35645, 3.61779, 0.27339], [2.16688, 2.52617, 1.40256], [3.33447, -1.84956, -0.41654], [-3.18668, -2.43757, 1.28911], [0.98636, 3.64759, 2.03407], [-3.37770, -2.73908, 2.17465], [0.43442, -1.58607, -0.23537], [0.63673, -0.36640, -2.11985], [0.47016, 2.27557, 1.05103], [-3.22363, 1.15361, -1.40338], [2.50155, -0.77530, -1.19758]], "total_charge": 0, "e_tot_ev": -11501.6342, "spin_multiplicity": 1, "de_lowest_kcal_mol": 17.62}

=====

Record 4
{"formula": "CH14O5S", "method": "ωB97M-V/def2-TZVPD", "species": ["O", "H", "H", "C", "O", "H", "H", "H", "H", "H", "H", "H", "H", "H", "O", "H", "S", "H", "O", "O", "H"], "coordinates": [[1.91311, 1.83916, -0.65528], [-2.78158, -0.44232, 0.93614], [0.90692, -2.60650, -2.44623], [-2.27778, -0.83408, 1.81775], [1.56021, 0.29633, 2.08653], [0.60070, 0.28367, 2.09848], [-1.22481, -0.96723, 1.57813], [-0.55568, 0.30405, -1.11569], [0.75618, -0.17510, -1.63202], [-3.58359, -0.12015, 3.53168], [2.38211, 1.02008, -0.48307], [0.41936, 2.55113, -1.97805], [2.30788, -2.41439, -2.04053], [1.54120, 2.14585, 0.17356], [1.79641, -2.80207, -2.76286], [-2.62728, -1.81632, 2.14538], [-2.28537, 0.16873, 3.32105], [1.75932, -0.63033, 1.89364], [0.12833, -0.34831, -0.92417], [-0.46982, 2.35575, -2.30788], [-0.26580, 2.19205, -3.23657]], "total_charge": 1, "e_tot_ev": -22327.0142, "spin_multiplicity": 2, "de_lowest_kcal_mol": 16.34}

=====

Record 5
{"formula": "CH14O6", "method": "ωB97M-V/def2-TZVPD", "species": ["H", "O", "H", "O", "H", "H", "H", "H", "H", "O", "H", "H", "H", "O", "H", "O", "H", "C", "H", "O", "H"], "coordinates": [[-0.90442, -0.92351, 1.61643], [2.21467, -0.17549, 3.12221], [-0.48048, -0.84443, -1.28343], [0.44915, -0.70104, -1.10608], [1.04979, 1.23211, 3.89233], [2.39184, 1.80168, 2.87378], [2.53384, -0.50296, 2.27812], [0.96552, 1.03691, 2.12965], [1.14397, -0.45321, -2.73581], [1.34692, -0.36025, -3.66662], [0.39902, -0.86709, 2.38439], [-2.49393, -1.70333, -1.34429], [-2.51377, 1.65788, -2.37068], [-2.16691, -0.81294, -1.47279], [-1.64770, 1.44164, -1.14795], [-0.02802, -1.30702, 1.64931], [0.52596, -0.56742, -4.11310], [1.63119, 1.03008, 2.99274], [-2.90506, -0.33916, -1.85607], [-2.03732, 2.12960, -1.68752], [0.52567, -0.77197, -0.15458]], "total_charge": 0, "e_tot_ev": -13548.5492, "spin_multiplicity": 1, "de_lowest_kcal_mol": 25.64}

=====

Record 6
{"formula": "CH14O6", "method": "ωB97M-V/def2-TZVPD", "species": ["H", "O", "O", "O", "H", "H", "H", "H", "H", "H", "O", "H", "H", "H", "H", "H", "O", "O", "H", "H", "C"], "coordinates": [[0.14288, 0.49811, -1.25240], [1.08942, -2.79198, 1.18600], [0.86887, -0.33940, 2.56597], [0.06931, -0.14643, -0.55550], [1.52999, -2.75720, 0.44510], [-3.11995, 2.17661, -1.31012], [1.21552, -1.92748, 1.52353], [1.45479, 0.43130, 2.62400], [1.93881, 2.56680, -2.47757], [0.86171, 1.61316, -3.06883], [-1.40444, 2.87313, -0.22566], [1.08506, -6.56415, 1.87613], [-3.21677, 3.67603, -0.45697], [-2.31647, 3.61409, -1.96570], [-0.96663, 3.80868, -0.27201], [0.55640, -5.61795, 0.82421], [1.33922, 1.87123, -2.23800], [0.97357, -6.48750, 0.95896], [0.37913, 0.26838, 0.26982], [0.05442, 0.12666, 2.56393], [-2.53482, 3.10792, -1.01491]], "total_charge": 0, "e_tot_ev": -13547.7105, "spin_multiplicity": 1, "de_lowest_kcal_mol": 44.98}

=====

Record 7
{"formula": "CH15NO5", "method": "ωB97M-V/def2-TZVPD", "species": ["H", "O", "H", "O", "O", "H", "N", "H", "H", "O", "O", "H", "H", "H", "H", "H", "H", "H", "H", "C", "H", "H"], "coordinates": [[-1.84480, 1.27770, -0.38642], [1.47066, 0.08709, -1.60441], [1.80883, 0.18917, -0.68981], [-2.01168, -1.53533, -0.76292], [2.58598, 1.34049, 1.11284], [3.19356, -3.42059, 0.08713], [-0.37003, 1.85946, 0.81341], [-0.51792, 2.66453, 1.43966], [-1.89106, -2.13047, -1.50181], [2.57025, -3.53472, -0.63913], [-2.23619, -0.97310, 1.84043], [-0.14884, 1.61104, -1.15961], [-1.19943, 2.95991, -0.88519], [1.62570, 1.42876, 1.22068], [2.93136, 1.93027, 0.43289], [-2.01752, -1.85804, 1.55890], [0.63190, -0.26088, -1.24512], [-2.30482, -0.38184, 1.09220], [2.50432, -2.74813, -1.18711], [-0.99660, 1.94136, -0.52774], [-2.92008, -1.68936, -0.46508], [-0.86357, 1.24270, 1.45619]], "total_charge": 0, "e_tot_ev": -13007.0767, "spin_multiplicity": 1, "de_lowest_kcal_mol": 41.37}

=====

Record 8
{"formula": "CH16N2O7", "method": "ωB97M-V/def2-TZVPD", "species": ["O", "O", "C", "H", "O", "H", "H", "H", "H", "H", "O", "H", "H", "H", "O", "H", "N", "H", "O", "H", "H", "H", "H", "N", "H", "O"], "coordinates": [[-1.51772, 1.43072, 1.58619], [-0.04238, 3.43343, 0.44106], [0.35008, -1.25941, -0.58025], [-0.03491, 2.71881, -1.09453], [2.74281, -1.05412, 2.29226], [0.84770, 2.38792, -2.31885], [1.19414, 0.60952, 0.92333], [-0.83988, -2.97495, -0.81362], [1.81114, 0.82523, 2.26282], [-1.63186, 0.79987, 0.86304], [1.20847, 1.27041, 1.64023], [3.67393, -1.01860, 2.04298], [-0.36177, 0.53421, -1.43113], [-0.59215, 1.27823, 1.90236], [0.00149, 2.17233, -1.92792], [0.70358, -3.21164, -0.09015], [0.06977, -2.58431, -0.56961], [-1.47225, -0.88491, -1.50041], [1.39241, -0.81683, -0.12313], [-0.86890, 3.04982, 0.79029], [0.65138, 2.92099, 0.91217], [-3.51103, -2.54950, -1.23607], [2.33004, -1.19546, 1.42233], [-0.64841, -0.42099, -1.08658], [-2.79112, -2.92403, -2.59325], [-2.66457, -2.53677, -1.71355]], "total_charge": 1, "e_tot_ev": -18601.8382, "spin_multiplicity": 2}

=====

Record 9
{"formula": "CH16NO6", "method": "ωB97M-V/def2-TZVPD", "species": ["H", "O", "O", "N", "O", "O", "H", "H", "O", "H", "H", "H", "H", "H", "H", "H", "H", "H", "H", "O", "H", "H", "C", "H"], "coordinates": [[-0.28474, -1.71213, -1.22226], [-0.80361, -1.60591, -2.00423], [2.29919, -0.47339, 1.07877], [0.53240, 1.05975, -0.06938], [0.55291, -2.49379, 0.99838], [-1.59010, 0.82548, -2.61284], [-1.16597, 1.63715, -2.73058], [2.71384, -0.58784, 1.94206], [-0.71002, -0.45663, 2.63963], [-0.01433, 0.66439, -0.94222], [0.03460, 1.03977, 0.86573], [1.17632, -3.25646, 0.97590], [-2.38880, 2.74201, 0.11397], [2.33437, 1.76451, 0.69298], [1.89432, -1.34325, 0.76506], [-1.58119, -0.37807, 2.21462], [0.49216, -2.16951, 1.93468], [-1.89608, 2.11603, -1.19241], [-1.28555, -2.35845, -2.35241], [-1.61461, 2.24796, -0.23927], [-0.54861, -0.01886, 3.42745], [-2.08384, 0.12697, -2.93192], [1.77295, 1.37220, -0.16559], [2.16439, 1.25806, -1.18610]], "total_charge": 2, "e_tot_ev": -15048.5674, "spin_multiplicity": 2, "de_lowest_kcal_mol": 75.66}

=====

Record 10
{"formula": "CH16O7", "method": "ωB97M-V/def2-TZVPD", "species": ["H", "O", "H", "O", "H", "H", "C", "H", "H", "H", "H", "O", "H", "O", "H", "O", "H", "O", "H", "H", "H", "H", "O", "H"], "coordinates": [[-1.67747, 1.07345, 2.18525], [-2.13468, -2.91018, -1.50671], [2.41959, 1.37373, -1.52726], [-1.06283, 1.10638, 1.45349], [-0.26797, 1.56921, 1.89348], [2.00696, -0.49145, 0.06321], [-1.42889, 0.58116, -2.03208], [-1.27200, 0.92402, -3.08539], [2.58870, 1.27832, 2.57324], [-2.47799, 1.01844, -1.77667], [1.90233, -0.72376, 1.57937], [1.87570, -1.23002, 0.79599], [-2.04501, -3.60126, -0.78956], [-0.92768, -1.63188, 0.64838], [-0.72515, 1.41026, -0.35128], [1.91992, 1.50941, 2.04851], [-1.90516, -2.14883, -0.97938], [-0.51975, 1.38360, -1.26251], [-1.16034, -0.57629, 0.81333], [2.32680, 1.58688, 1.18949], [-1.31922, -0.57068, -1.89472], [1.05112, 1.29690, -0.82100], [1.99232, 1.11758, -0.62962], [-0.01589, -1.66500, 0.74016]], "total_charge": 0, "e_tot_ev": -15628.3604, "spin_multiplicity": 1, "de_lowest_kcal_mol": 29.00}

=====

Record 11
{"formula": "CH18NO6", "method": "ωB97M-V/def2-TZVPD", "species": ["H", "H", "C", "O", "H", "O", "O", "H", "H", "H", "H", "H", "H", "H", "O", "H", "O", "H", "N", "H", "O", "H", "H", "H", "H", "H"], "coordinates": [[-2.98384, -0.53752, 0.31020], [4.26814, 0.93424, -0.21062], [1.59481, 0.88362, 0.90334], [-0.10590, -1.57778, 2.11963], [0.28185, -1.91789, 2.92397], [3.73825, 0.35585, -0.76162], [-3.49454, 1.23601, 0.92448], [0.08400, 1.29542, -2.47452], [2.15707, 0.49005, 1.75557], [0.80686, 1.47194, 1.38881], [-4.31397, 0.74084, 1.08049], [0.55307, -0.90842, 0.72046], [-1.61756, -1.58183, -1.52122], [-0.72233, -1.76102, -2.75026], [0.85996, 1.80346, -2.22531], [4.17693, -0.48815, -0.90736], [-0.80219, -1.24473, -1.94178], [2.11012, 1.51005, 0.20419], [0.94760, -0.18380, 0.07753], [-1.05038, -1.43066, 2.04958], [-2.41928, -1.30631, 0.39636], [1.57365, -0.43659, -0.68755], [0.06428, 0.08910, -0.35610], [-3.74715, 2.09268, 1.29234], [0.93794, 2.60853, -2.74622], [-2.89739, -2.13709, 0.43563]], "total_charge": 1, "e_tot_ev": -15098.7668, "spin_multiplicity": 1, "de_lowest_kcal_mol": 9.14}